Record 1
C30H60BaCl8F2NO16S2 | ωB97M-V with the def2-TZVPD basis set

Calculated values
* HOMO-LUMO gap: 7.605 eV
* spin multiplicity: 1
* total charge: +1
* strongest force on any atom: 0.0956 Eh/bohr

XYZ file:
```
120
Properties=species:S:1:pos:R:3:lowdin_charge:R:1
Ba 0.29429 -1.94121 2.36564 2.05
N -0.27804 0.12578 0.76517 -0.44
S -0.28627 0.15361 -0.80819 0.38
O 0.75273 0.88161 -1.44878 -0.26
O -1.54843 0.11788 -1.45018 -0.27
F 0.28498 -1.34399 -0.97767 -0.22
S -0.75478 1.73102 0.97851 0.49
O -1.96496 2.19013 0.40694 -0.22
O 0.33759 2.63001 0.91038 -0.26
F -1.08512 1.62871 2.51069 -0.16
Cl 5.64956 4.55050 -2.89311 0.56
C 4.06776 3.76866 -2.70067 -0.65
C 3.65480 3.66660 -1.24921 -0.65
Cl 4.89008 2.97507 -0.17157 0.55
H 4.03504 2.83542 -3.25009 0.06
H 3.35219 4.48536 -3.10404 0.07
H 2.76540 3.05090 -1.18737 0.06
H 3.37525 4.66699 -0.92519 0.07
Cl 3.86783 -0.61614 -4.48365 0.58
C 2.32405 -1.08369 -3.74548 -0.68
C 1.25260 -1.25822 -4.78594 -0.62
Cl -0.36915 -1.02749 -4.08229 0.67
H 2.03642 -0.34128 -3.00834 0.03
H 2.47149 -2.02984 -3.22306 0.07
H 1.23347 -2.18984 -5.34800 0.08
H 1.36944 -0.53194 -5.59319 0.06
Cl -2.36376 6.44560 2.90647 0.55
C -1.35815 7.24777 1.67405 -0.67
C -1.08803 6.32220 0.49599 -0.66
Cl -0.25017 7.19562 -0.82136 0.55
H -0.40871 7.55425 2.11231 0.07
H -1.90467 8.13356 1.36903 0.07
H -2.06184 6.05124 0.08995 0.06
H -0.50173 5.43940 0.72469 0.05
Cl 4.87225 6.19075 1.86418 0.56
C 4.07064 4.97753 2.91030 -0.66
C 2.67308 4.72100 2.41809 -0.66
Cl 1.68743 3.79715 3.59092 0.60
H 4.20943 5.28612 3.94082 0.07
H 4.62415 4.04219 2.80800 0.05
H 2.69905 4.22249 1.45370 0.04
H 2.07705 5.60935 2.21026 0.06
C -3.15082 -3.71566 -3.97620 -0.10
O -4.30050 -2.92355 -3.72360 -0.18
C -4.08663 -1.66792 -3.08904 -0.19
C -5.09443 -1.48157 -1.98159 -0.23
O -6.36197 -1.28251 -2.53999 -0.16
C -7.39352 -1.23531 -1.59781 -0.12
H -3.14594 -4.54014 -3.25922 0.08
H -2.26661 -3.08572 -3.82574 0.03
H -3.14195 -4.00191 -5.02596 0.09
H -4.19621 -0.89778 -3.85488 0.14
H -3.09202 -1.65067 -2.62254 0.09
H -4.81501 -0.56413 -1.42368 0.13
H -5.08251 -2.30177 -1.24550 0.12
H -8.36102 -1.11582 -2.07504 0.09
H -7.22929 -0.45294 -0.84460 0.09
H -7.45018 -2.19836 -1.05910 0.09
C 0.46799 -4.50621 -0.56111 -0.06
O -0.17174 -4.39238 0.69664 -0.31
C -1.49826 -4.84836 0.76521 -0.19
C -2.47314 -3.77084 0.30625 -0.17
O -2.12976 -2.65558 1.10267 -0.36
C -3.05948 -1.56641 1.16605 -0.07
H -0.01962 -3.83763 -1.27848 0.09
H 0.34982 -5.52068 -0.95486 0.11
H 1.51760 -4.24465 -0.48311 0.09
H -1.74714 -5.07616 1.80451 0.13
H -1.63503 -5.77704 0.20039 0.14
H -3.47472 -4.12129 0.57231 0.14
H -2.36791 -3.58237 -0.76510 0.13
H -2.71353 -0.85441 1.91625 0.07
H -4.08281 -1.87941 1.37522 0.11
H -3.01533 -1.05793 0.19870 0.07
C -0.21953 0.55119 5.23805 -0.06
O 0.67514 0.20206 4.17703 -0.37
C 2.04631 0.28952 4.54058 -0.19
C 2.41638 -0.90990 5.40536 -0.17
O 1.92571 -2.13345 4.82296 -0.33
C 2.07689 -3.22878 5.71705 -0.07
H 0.12934 1.44864 5.75271 0.11
H -0.27473 -0.25356 5.98046 0.10
H -1.20153 0.72118 4.80846 0.09
H 2.30189 1.24477 5.00039 0.11
H 2.57618 0.23870 3.58314 0.12
H 2.13342 -0.79007 6.45192 0.13
H 3.50493 -1.04125 5.32497 0.14
H 1.73681 -4.13694 5.23230 0.08
H 1.64148 -3.05632 6.70387 0.10
H 3.15332 -3.35756 5.91817 0.11
C 3.38172 -0.55603 0.62742 -0.07
O 2.86471 -1.74449 1.23329 -0.33
C 3.82410 -2.44333 2.01332 -0.19
C 3.41999 -3.89969 1.90958 -0.19
O 2.14609 -4.11123 2.50340 -0.34
C 1.85796 -5.48938 2.61052 -0.09
H 3.93320 0.05027 1.34562 0.09
H 2.57238 0.02884 0.19478 0.07
H 4.06336 -0.78613 -0.19837 0.11
H 3.82597 -2.07342 3.04263 0.12
H 4.85501 -2.42760 1.64585 0.15
H 4.17676 -4.47816 2.45904 0.14
H 3.44467 -4.20472 0.85951 0.14
H 0.81268 -5.66694 2.85155 0.09
H 2.46953 -5.91463 3.41423 0.10
H 2.07154 -6.03272 1.68660 0.10
C -0.55099 2.52946 -4.34585 0.05
C -1.19536 2.19200 -5.46090 -0.27
C -2.68816 2.06310 -5.46130 -0.32
O -3.23741 1.65056 -6.46555 0.11
C -3.41369 2.42698 -4.25570 0.07
C -2.76311 2.74282 -3.13234 -0.24
C -1.24696 2.86631 -3.10510 -0.32
O -0.70832 3.29454 -2.10751 0.09
O -3.39038 2.90613 -1.98274 0.11
O -0.59228 1.95651 -6.61472 0.11
H 0.51808 2.70655 -4.30552 0.14
H -4.49458 2.39726 -4.28713 0.14
H -2.76348 2.93874 -1.23313 0.08
H -1.29760 1.76644 -7.26470 0.13
```


Record 2
C3H9NOS2 | ωB97M-V with the def2-TZVPD basis set

Calculated values
* HOMO-LUMO gap: 9.259 eV
* spin multiplicity: 1
* total charge: 0
* SMILES: N[C@@H](CO)CSS
* energy above the lowest of the compared OMol25 structures with the same formula, charge and spin: 1.925 eV
* strongest force on any atom: 0.0716 Eh/bohr

XYZ file:
```
16
Properties=species:S:1:pos:R:3:lowdin_charge:R:1
N 0.64886 1.28557 0.54851 0.00
C 0.33994 0.35682 -0.51039 -0.52
C 1.42554 -0.63348 -0.80577 -0.24
O 2.56791 0.07008 -1.26785 -0.07
C -0.87662 -0.50596 -0.13718 -0.46
S -2.24278 0.57332 0.61460 0.39
S -3.66182 -0.55432 1.69163 0.29
H 1.58923 1.50933 0.44055 0.04
H 0.32252 1.00453 1.54279 0.11
H -0.02183 1.14189 -1.21229 0.15
H 1.58024 -1.13486 0.21794 0.15
H 1.07779 -1.44708 -1.49153 0.13
H 2.59675 0.46959 -2.14639 0.10
H -0.53307 -1.28627 0.63555 0.11
H -1.50315 -0.93304 -0.92604 0.06
H -3.30951 0.08387 2.80587 -0.22
```


Record 3
C5H18N2O | ωB97M-V with the def2-TZVPD basis set

Calculated values
* HOMO-LUMO gap: 10.759 eV
* spin multiplicity: 1
* total charge: +2
* energy above the lowest of the compared OMol25 structures with the same formula, charge and spin: 1.037 eV
* strongest force on any atom: 0.0519 Eh/bohr

XYZ file:
```
26
Properties=species:S:1:pos:R:3:lowdin_charge:R:1
C -1.14334 -1.14764 0.37867 -0.18
C -1.01190 0.23882 -0.18941 -0.22
C 0.40633 0.68886 -0.38696 -0.21
C 0.55087 2.22373 -0.32455 -0.20
C 2.01199 2.65012 -0.26143 -0.14
N 2.50123 2.78924 1.18538 0.21
N -2.51218 -1.66392 0.36240 0.20
H -0.37651 -1.79191 -0.14643 0.16
H -0.85384 -1.10109 1.44075 0.15
H -1.53535 0.39009 -1.16894 0.15
H -1.49367 0.97864 0.48915 0.13
H 1.08274 0.30670 0.44342 0.14
H 0.80510 0.43141 -1.37803 0.14
H -0.09533 2.78210 0.35748 0.13
H 0.13517 2.61859 -1.27357 0.14
H 2.75543 2.15347 -0.88851 0.14
H 2.14505 3.63787 -0.75564 0.14
H 3.17981 2.03855 1.32579 0.18
H 1.67403 2.87139 1.78787 0.17
H 2.94556 3.70126 1.39426 0.19
H -2.91703 -1.57701 -0.57516 0.18
H -3.22505 -1.22461 0.96560 0.19
H -2.58133 -2.63518 0.72552 0.19
H -0.45701 -5.59931 -0.28920 0.04
H -0.51671 -5.17284 -1.73343 0.05
O -0.66461 -4.83683 -0.84068 -0.07
```


Record 4
C22H41BrIN2O5P | ωB97M-V with the def2-TZVPD basis set

Calculated values
* HOMO-LUMO gap (spin up / spin down): 7.720 / 8.872 eV
* spin multiplicity: 3
* total charge: 0
* strongest force on any atom: 0.0265 Eh/bohr

XYZ file:
```
73
Properties=species:S:1:pos:R:3:mulliken_spin:R:1
O -1.43970 1.82659 0.89974 0.00
C -1.84499 2.32296 -0.11602 0.00
C -1.15207 3.03020 -1.23742 0.00
C -2.11154 4.20280 -1.44461 0.00
C -3.48347 3.61996 -0.98703 0.00
Br -4.20341 4.74415 0.45636 0.00
P -4.69688 3.54656 -2.47970 0.00
O -6.05133 4.19027 -1.83609 0.00
I -5.39215 1.21423 -2.56388 0.00
O -3.19925 2.34964 -0.44054 0.00
H -0.11693 3.30889 -1.04326 0.00
H -1.21358 2.35045 -2.09586 0.00
H -1.85136 5.01968 -0.76841 0.00
H -2.12982 4.62196 -2.45255 0.00
H -5.87045 5.07462 -1.47952 0.00
C -0.91959 -2.18031 -6.14518 0.02
C -0.01232 -1.49347 -5.09677 -0.01
C 1.02752 -2.46368 -4.52346 0.03
C 0.44468 -3.50546 -3.57343 -0.02
C -0.33487 -2.82601 -2.45026 0.03
C -1.42657 -1.88897 -2.97065 0.02
N -0.81216 -0.93238 -3.95921 0.41
O -0.23951 0.07459 -3.39229 0.53
C -2.57811 -2.70424 -3.57355 0.02
C -2.00420 -1.06165 -1.83374 -0.04
C 0.71159 -0.34676 -5.79072 0.00
H -0.61709 -3.21108 -6.33162 0.00
H -1.96506 -2.18426 -5.85930 -0.01
H -0.87113 -1.64473 -7.09259 0.00
H 1.78244 -1.88269 -3.98483 0.00
H 1.53843 -2.94657 -5.35930 0.00
H -0.19247 -4.20793 -4.11831 0.00
H 1.25496 -4.09815 -3.14619 0.00
H -0.80160 -3.56710 -1.79788 0.00
H 0.36057 -2.25088 -1.83147 0.00
H -3.29438 -2.05191 -4.07564 -0.01
H -3.10056 -3.21329 -2.76386 0.00
H -2.25441 -3.46983 -4.27428 0.00
H -1.22391 -0.54170 -1.29180 0.01
H -2.52291 -1.71166 -1.12880 0.00
H -2.71825 -0.33235 -2.22595 0.01
H 0.00315 0.40569 -6.13895 0.00
H 1.23837 -0.75272 -6.65557 0.00
H 1.43466 0.13690 -5.13973 0.00
C 0.89821 1.43319 3.39285 0.04
C 0.91375 0.11612 4.20299 -0.02
C 0.74051 0.36594 5.70549 0.03
C 1.97008 0.96818 6.37805 -0.02
C 3.20061 0.10377 6.11247 0.03
C 3.45009 -0.12759 4.62058 0.00
N 2.18667 -0.65141 3.99617 0.42
O 2.04172 -1.92070 4.17177 0.53
C 3.94163 1.17129 3.96719 0.03
C 4.53958 -1.17232 4.41896 -0.01
C -0.25048 -0.73371 3.70922 0.00
H 0.70810 2.30374 4.02259 0.00
H 1.82415 1.60728 2.85532 -0.01
H 0.12526 1.39936 2.62893 -0.01
H 0.50941 -0.58759 6.19055 0.00
H -0.13034 1.00999 5.84457 0.00
H 2.13381 1.99227 6.03080 0.00
H 1.79836 1.03521 7.45383 0.00
H 4.09459 0.56098 6.54352 0.00
H 3.06872 -0.86488 6.60384 0.01
H 3.98727 1.06683 2.88257 -0.01
H 4.94987 1.37943 4.32611 0.00
H 3.33239 2.03889 4.20625 0.00
H 4.31429 -2.09912 4.93882 0.00
H 5.47975 -0.77796 4.80647 0.00
H 4.66907 -1.39735 3.35975 0.00
H -0.11837 -0.99919 2.65977 0.00
H -1.16293 -0.14285 3.79945 0.00
H -0.36613 -1.64818 4.28528 0.00
```


Record 5
C4H5NO | ωB97M-V with the def2-TZVPD basis set

Calculated values
* HOMO-LUMO gap: 11.820 eV
* spin multiplicity: 1
* total charge: 0
* SMILES: N#CC[C@H]1CO1
* energy above the lowest of the compared OMol25 structures with the same formula, charge and spin: 1.596 eV
* strongest force on any atom: 0.0226 Eh/bohr

XYZ file:
```
11
Properties=species:S:1:pos:R:3:lowdin_charge:R:1
N 2.86506 0.86182 0.90091 0.14
C 2.00172 0.29848 0.37656 -0.22
C 0.89244 -0.42760 -0.24815 -0.12
C -0.43800 -0.13394 0.42829 -0.31
C -1.57542 0.40864 -0.31585 -0.10
O -1.49659 -0.97207 0.01562 -0.03
H 1.09581 -1.50119 -0.17490 0.13
H 0.85288 -0.17929 -1.31350 0.13
H -0.38414 0.04180 1.50345 0.15
H -2.34862 0.97225 0.20507 0.11
H -1.46515 0.63110 -1.37752 0.12
```


Record 6
C10H11N2 | ωB97M-V with the def2-TZVPD basis set

Calculated values
* HOMO-LUMO gap (spin up / spin down): 6.562 / 7.441 eV
* spin multiplicity: 1
* total charge: +1
* energy above the lowest of the compared OMol25 structures with the same formula, charge and spin: 5.715 eV
* strongest force on any atom: 0.0639 Eh/bohr

XYZ file:
```
23
Properties=species:S:1:pos:R:3:lowdin_charge:R:1
C 0.09285 -1.17559 2.72466 -0.01
C -0.76687 -0.21634 3.32864 -0.07
C 0.26455 -1.17456 1.30507 -0.02
C -1.33696 0.76440 2.56419 -0.01
C -0.14105 -0.10999 0.57526 -0.13
C -1.05827 0.87143 1.17602 -0.30
C -0.20353 1.31046 -1.45612 0.05
C 1.61830 -0.39098 -1.35528 0.01
C 0.51502 -1.20739 -1.66074 -0.03
C 0.17818 0.08760 -0.83990 -0.29
N -1.79668 1.51290 0.31383 0.20
N -0.38132 1.78549 -2.65586 0.14
H 0.56202 -1.98164 3.32201 0.12
H -0.97825 -0.42266 4.43229 0.14
H 1.04017 -1.68744 0.69137 0.12
H -1.88182 1.56869 3.12221 0.14
H 2.20964 -0.61352 -0.51527 0.11
H 1.83800 0.48855 -1.89390 0.11
H 0.12262 -1.41556 -2.60489 0.10
H 0.23485 -2.08409 -1.00581 0.15
H -2.33335 2.33501 0.58942 0.10
H -0.71089 1.31045 -3.53294 0.16
H -0.30074 2.83665 -3.00519 0.20
```


- Look up the strongest force on any atom of the second one.
  0.0716 Eh/bohr


- Which of these has the highest spin multiplicity?
  C22H41BrIN2O5P


- spin multiplicity of number 6 (C10H11N2)?
  1